{"formula": "C4H15NO3", "method": "ωB97M-V/def2-TZVPD", "species": ["C", "C", "C", "N", "C", "H", "H", "H", "H", "H", "H", "H", "H", "H", "O", "H", "H", "O", "H", "H", "O", "H", "H"], "positions_angstrom": [[1.39, 1.64, -1.29], [0.35, 0.66, -1.04], [0.28, -0.56, -1.53], [-0.91, -1.36, -1.20], [-0.36, -2.53, -0.47], [1.66, 2.21, -0.38], [2.38, 1.14, -1.45], [1.25, 2.30, -2.20], [-0.48, 1.12, -0.48], [0.97, -1.08, -2.24], [-1.44, -1.57, -1.94], [-0.79, -3.50, -0.87], [0.73, -2.55, -0.69], [-0.41, -2.53, 0.59], [-0.46, 1.72, 2.62], [-0.90, 0.89, 2.27], [-1.11, 2.44, 2.30], [-2.19, 0.25, 1.15], [-1.66, -0.36, 0.42], [-2.37, -0.35, 1.83], [1.76, 0.69, 1.46], [1.16, 1.34, 1.99], [1.15, -0.03, 1.16]], "fmax_ev_per_a": 6.2, "homo_lumo_gap_ha": 0.376, "e_tot_ha": -441.80048, "smiles": "C/C=C/NC.O.O.O"}